Entry from the OMol25 dataset: 14 unconnected molecules or ions with the total composition C26H42F6N8O34 in a non-equilibrium geometry (ωB97M-V with the def2-TZVPD basis set).

Properties
* frontier orbital gap: 10.644 eV
* E_HOMO: -11.00 eV
* energy: -125457.0526 eV

```
116
Properties=species:S:1:pos:R:3:forces:R:3
C -7.015 -5.730 -22.093 -0.276 -1.227 0.985
C -7.164 -4.288 -22.078 -0.969 0.570 1.132
O -7.907 -3.998 -23.217 -0.391 1.057 0.318
C -7.726 -4.990 -24.087 -0.902 -1.187 -3.902
O -8.040 -4.965 -25.284 1.148 -0.195 4.157
O -7.193 -6.056 -23.414 0.188 -0.491 -2.985
F -5.977 -3.683 -22.187 0.996 0.931 0.194
H -7.868 -6.151 -21.561 0.334 -0.363 0.505
H -6.041 -5.996 -21.683 -0.155 -0.434 -0.157
H -7.683 -4.086 -21.141 0.031 1.337 -0.229
C -11.911 0.225 -4.277 -0.821 -0.493 0.926
C -12.474 1.588 -3.963 0.345 -0.685 -1.481
O -11.690 2.426 -4.828 -0.067 -0.430 -0.303
C -11.361 1.656 -5.928 0.176 0.131 -0.141
O -10.906 2.089 -6.951 -0.737 -0.989 1.593
O -11.658 0.324 -5.627 0.785 1.392 -2.671
F -12.348 1.871 -2.690 0.383 0.984 1.435
H -12.683 -0.522 -4.093 0.260 -0.228 -0.043
H -10.972 -0.029 -3.785 -0.172 0.230 0.566
H -13.515 1.684 -4.271 -0.140 0.098 0.110
C -4.674 2.552 -5.793 -0.929 1.953 0.149
C -5.121 3.375 -4.555 -0.857 0.223 -1.357
O -3.936 3.833 -4.022 -1.099 1.503 1.817
C -2.927 3.245 -4.579 6.031 1.554 -0.443
O -1.738 3.608 -4.467 -3.932 -1.621 0.058
O -3.353 2.314 -5.393 0.864 -2.574 -1.671
F -5.727 2.512 -3.727 -0.504 -0.572 1.207
H -4.665 3.152 -6.703 0.120 0.246 -0.017
H -5.328 1.712 -6.026 0.575 -0.408 0.669
H -5.737 4.269 -4.650 -0.278 -0.307 -0.420
C -5.140 -4.266 -3.822 -0.911 0.731 1.019
C -4.196 -4.003 -4.938 0.170 1.544 0.500
O -5.065 -3.590 -5.977 0.585 -0.504 -0.504
C -6.334 -4.053 -5.728 -2.722 1.078 -2.461
O -7.303 -3.995 -6.506 3.682 -0.301 2.506
O -6.389 -4.422 -4.468 -1.237 -1.997 0.496
F -3.409 -5.039 -5.289 -0.230 -0.594 -0.392
H -5.365 -3.371 -3.241 0.939 0.282 0.186
H -4.836 -5.024 -3.100 -0.397 -0.511 -0.534
H -3.534 -3.209 -4.593 0.121 0.286 -0.812
C -7.518 -8.404 -12.798 0.851 -0.605 0.954
C -8.781 -8.430 -13.573 0.262 -0.619 -0.186
O -8.378 -7.804 -14.740 -5.135 -2.016 -1.544
C -7.303 -7.167 -14.618 4.830 2.752 -2.865
O -6.794 -6.534 -15.525 -0.739 -0.363 1.512
O -6.711 -7.432 -13.474 0.303 -0.088 2.018
F -9.725 -7.696 -12.956 -0.774 0.410 0.159
H -7.010 -9.367 -12.851 0.088 0.037 0.098
H -7.760 -8.163 -11.763 0.498 0.301 -0.036
H -9.165 -9.429 -13.782 -0.187 0.200 -0.124
C -9.254 7.802 -9.831 -1.153 -0.700 0.165
C -7.966 7.217 -10.290 -0.814 -0.439 -0.815
O -7.021 7.462 -9.265 1.585 -2.466 -3.111
C -7.525 8.221 -8.377 -2.518 1.254 4.176
O -7.040 8.578 -7.332 -0.237 -0.059 -1.775
O -8.865 8.362 -8.659 0.234 2.566 3.042
F -7.592 7.894 -11.377 1.053 0.182 -1.330
H -9.997 7.035 -9.615 -0.019 -0.229 -0.014
H -9.756 8.519 -10.481 0.562 0.098 -0.318
H -8.177 6.171 -10.514 1.305 -0.230 -0.026
C -14.576 -3.997 -17.727 0.247 -0.073 1.606
N -15.831 -4.325 -18.370 -1.056 -1.000 -0.844
O -16.855 -4.474 -17.690 1.549 0.359 -0.941
O -15.736 -4.473 -19.573 -0.846 -0.094 -0.151
H -14.939 -3.291 -16.980 1.045 0.290 0.112
H -13.783 -3.733 -18.426 -0.638 0.540 -0.007
H -14.215 -4.898 -17.232 -0.304 -0.025 0.233
C -14.188 -4.904 -9.506 0.560 -0.264 0.207
N -15.371 -5.534 -10.163 0.682 0.972 -3.298
O -16.333 -5.779 -9.509 -0.779 -0.450 1.247
O -15.329 -5.671 -11.403 0.368 -0.011 1.773
H -13.443 -4.540 -10.213 -0.572 -0.073 -0.307
H -13.699 -5.704 -8.949 -0.230 0.154 0.330
H -14.543 -4.093 -8.870 -0.020 -0.323 0.035
C -15.218 2.002 -13.359 1.099 1.493 0.133
N -16.072 0.922 -12.976 -3.813 -0.023 0.527
O -15.638 0.100 -12.203 -0.211 -0.304 -0.406
O -17.269 1.001 -13.380 2.622 -0.690 0.698
H -15.751 2.951 -13.309 -0.395 -0.345 -0.616
H -14.847 1.752 -14.353 0.260 0.390 0.186
H -14.474 2.120 -12.570 0.449 -0.522 -0.512
C -1.799 0.066 -17.278 1.212 -0.853 -0.770
N -2.360 1.297 -17.803 -0.788 2.899 0.354
O -3.214 1.816 -17.057 1.041 -0.645 -1.669
O -1.880 1.833 -18.819 -1.050 -1.279 1.738
H -2.575 -0.690 -17.156 0.076 0.293 0.165
H -1.276 0.327 -16.358 -0.370 -0.134 0.065
H -1.054 -0.238 -18.013 -0.129 -0.281 0.128
C -1.835 6.435 -13.041 -0.134 -0.107 -0.089
N -1.544 5.225 -12.242 0.984 -0.386 -0.053
O -0.497 5.232 -11.604 -0.774 0.097 -0.191
O -2.297 4.292 -12.335 -0.500 -0.527 0.255
H -2.643 6.251 -13.749 0.142 -0.256 0.218
H -0.888 6.585 -13.560 -0.252 0.804 0.194
H -2.166 7.167 -12.305 0.525 0.364 -0.332
C -7.459 -0.837 -12.618 0.367 0.089 0.756
N -8.603 -1.092 -13.504 -1.790 0.842 0.144
O -8.340 -1.146 -14.683 -0.389 -0.323 -0.165
O -9.748 -1.153 -13.015 2.020 -0.139 -0.680
H -6.594 -0.591 -13.235 -0.159 -0.428 0.102
H -7.356 -1.735 -12.008 0.306 0.106 -0.071
H -7.661 0.008 -11.960 -0.357 -0.150 -0.100
C 1.105 -1.899 -9.575 -0.750 -0.517 -1.220
N 0.527 -2.820 -10.622 -0.587 -0.145 -2.068
O -0.687 -2.688 -10.851 1.760 -0.467 0.737
O 1.285 -3.503 -11.316 -0.879 0.686 1.297
H 0.534 -2.150 -8.681 0.563 0.321 0.164
H 0.785 -0.955 -10.014 0.206 0.262 0.627
H 2.189 -2.007 -9.603 -0.318 -0.125 0.461
C -9.920 4.270 -18.344 1.311 0.758 -0.406
N -10.225 5.315 -17.315 -0.740 0.619 1.680
O -10.341 6.490 -17.687 0.157 -2.092 0.382
O -10.283 4.947 -16.125 0.085 0.596 -2.142
H -9.746 3.273 -17.940 -0.619 0.340 0.264
H -8.950 4.645 -18.670 0.159 -0.241 -0.284
H -10.553 4.337 -19.229 -0.348 0.013 0.520
```
Forces are in eV/Å.

Atomic partial charges in e from the Mulliken method, atoms 1 to 4: -0.434 0.289 -0.299 0.654

Entry from the OMol25 dataset: a molecular structure, C6H8 in a non-equilibrium geometry (ωB97M-V with the def2-TZVPD basis set).

Properties
* frontier orbital gap (alpha / beta): 6.480 / 5.822 eV
* ΔE to the lowest compared entry with this formula, charge and spin: 5.312 eV
* E_HOMO (alpha / beta): -7.38 / -6.61 eV
* energy: -6345.4715 eV

```
14
Properties=species:S:1:pos:R:3:forces:R:3
C 0.804 0.422 0.235 -0.830 -4.216 -0.243
C 1.328 1.657 0.175 -0.542 4.002 -0.250
C 0.174 -1.475 -0.208 1.021 -1.670 -0.488
C 1.582 -0.919 0.307 -6.262 3.921 -0.874
C -0.531 -0.161 -0.073 3.387 -0.739 0.975
C -1.968 0.190 -0.012 0.669 -0.044 1.025
H 0.829 2.645 -0.106 0.450 -1.775 0.395
H 2.319 1.730 0.508 1.353 0.369 0.244
H 0.302 -1.762 -1.281 -0.357 -0.080 0.530
H -0.224 -2.332 0.343 -0.199 -0.106 -0.117
H 2.518 -1.025 -0.159 1.262 -0.417 -0.215
H -2.532 -0.238 0.814 0.210 -1.226 0.012
H -2.559 0.103 -0.892 -0.181 -0.314 -0.933
H -2.042 1.165 0.348 0.019 2.296 -0.060
```
Forces are in eV/Å.

Atomic partial charges in e from the Mulliken method, atoms 1 to 4: 0.632 -1.023 -0.146 -0.824

Entry from the OMol25 dataset: a molecular structure, C52H60BrF5N2O2PS4Ti in a non-equilibrium geometry (ωB97M-V with the def2-TZVPD basis set).

Properties
* frontier orbital gap: 5.946 eV
* E_HOMO: -4.25 eV
* total charge: -1
* energy: -221353.2163 eV

```
128
Properties=species:S:1:pos:R:3:forces:R:3
Ti 1.133 -0.753 -0.491 1.066 3.629 1.032
Br 1.018 -1.033 1.950 -0.096 -0.183 -0.159
C 3.645 1.300 0.978 0.001 0.117 -0.042
C 4.469 1.440 2.063 -0.010 -0.100 0.025
C 5.681 0.719 2.162 0.015 0.011 0.029
C 6.108 -0.041 1.116 0.042 0.049 -0.067
C 5.282 -0.221 -0.021 -0.145 0.128 -0.057
C 5.729 -0.964 -1.142 0.035 -0.084 0.059
C 4.893 -1.196 -2.194 0.033 0.179 -0.138
C 3.542 -0.799 -2.105 0.423 0.135 -0.185
C 3.060 -0.079 -1.039 -0.307 -1.173 -0.064
C 3.978 0.344 -0.033 0.150 0.034 0.031
H 4.196 2.126 2.855 -0.002 0.016 -0.035
H 6.292 0.821 3.052 -0.017 0.029 -0.038
H 7.079 -0.524 1.136 -0.019 -0.012 0.014
H 6.746 -1.343 -1.142 -0.043 -0.011 0.020
H 5.241 -1.737 -3.069 0.002 -0.003 0.044
H 2.874 -1.109 -2.900 -0.076 -0.083 0.063
F 2.289 -0.306 -7.566 0.057 -0.007 -0.090
C 1.665 -0.252 -6.385 0.021 0.015 0.027
C 2.059 0.655 -5.422 0.042 0.055 0.043
F 3.082 1.479 -5.677 0.022 0.055 -0.011
C 1.398 0.713 -4.209 -0.120 -0.158 0.086
F 1.814 1.618 -3.336 0.037 0.209 0.037
C 0.339 -0.143 -3.878 0.196 0.002 -0.211
S -0.546 -0.052 -2.371 0.067 0.060 0.313
C -0.024 -1.038 -4.886 0.053 -0.026 0.240
F -1.025 -1.905 -4.681 -0.045 -0.018 -0.070
C 0.615 -1.100 -6.109 -0.134 -0.135 -0.092
F 0.218 -1.984 -7.038 -0.002 -0.018 0.006
O -2.020 0.222 0.921 -0.521 0.020 0.042
P -2.441 1.519 1.543 0.383 0.257 -0.172
C -2.169 2.924 0.393 -0.257 -0.113 0.023
C -2.798 4.291 0.715 0.038 -0.030 -0.076
C -2.691 5.231 -0.508 0.165 -0.017 0.018
C -1.495 4.860 -1.388 -0.156 -0.022 -0.044
C -1.693 3.462 -2.001 0.022 0.052 0.118
C -2.502 2.556 -1.058 0.174 0.014 -0.057
C -4.204 1.662 2.080 0.015 -0.043 0.120
C -5.195 1.524 0.913 0.117 -0.115 -0.075
C -5.302 0.078 0.422 -0.082 0.041 0.068
C -5.689 -0.856 1.570 0.239 0.005 -0.032
C -4.677 -0.740 2.712 -0.144 0.102 0.037
C -4.628 0.707 3.205 0.115 -0.113 -0.137
C -1.353 1.901 2.961 -0.321 -0.145 0.242
C -1.610 3.244 3.686 -0.034 -0.103 0.071
C -1.301 3.146 5.185 0.208 -0.029 -0.092
C 0.019 2.407 5.412 -0.106 -0.056 -0.043
C -0.040 0.960 4.868 -0.122 0.075 -0.007
C -1.260 0.744 3.967 0.213 0.033 -0.046
H -1.076 3.005 0.450 -0.017 0.037 -0.015
H -2.297 4.744 1.571 -0.036 0.009 -0.025
H -3.855 4.173 0.977 0.031 0.042 0.044
H -2.609 6.267 -0.170 -0.067 0.006 -0.003
H -3.600 5.163 -1.114 -0.011 0.016 0.019
H -0.583 4.877 -0.781 0.003 -0.006 -0.013
H -1.367 5.604 -2.177 0.060 0.007 0.015
H -0.723 2.998 -2.188 -0.035 -0.007 -0.037
H -2.211 3.542 -2.961 0.012 0.002 -0.004
H -2.264 1.513 -1.251 -0.034 -0.021 -0.033
H -3.572 2.687 -1.248 0.013 0.021 0.032
H -4.269 2.685 2.466 0.005 0.011 -0.013
H -4.907 2.173 0.087 -0.076 0.034 0.029
H -6.179 1.860 1.265 0.016 0.013 0.000
H -4.335 -0.226 0.010 -0.045 -0.043 -0.009
H -6.044 0.015 -0.380 0.041 0.013 -0.018
H -5.751 -1.889 1.217 -0.035 0.008 -0.010
H -6.683 -0.579 1.946 -0.016 -0.048 -0.019
H -3.683 -1.022 2.353 -0.022 -0.036 0.030
H -4.946 -1.407 3.535 0.004 -0.016 -0.005
H -3.969 0.801 4.064 -0.015 0.022 0.047
H -5.632 1.003 3.538 0.002 0.013 0.009
H -0.381 1.937 2.455 -0.010 0.022 -0.068
H -2.649 3.566 3.562 0.048 0.062 -0.010
H -0.971 4.015 3.248 -0.042 -0.015 -0.045
H -2.110 2.624 5.704 -0.016 0.039 0.026
H -1.241 4.152 5.610 -0.071 0.001 0.021
H 0.261 2.406 6.477 0.083 0.016 -0.007
H 0.812 2.957 4.895 -0.004 -0.012 0.065
H -0.079 0.240 5.691 0.053 0.017 0.007
H 0.860 0.741 4.288 -0.003 -0.006 0.046
H -2.155 0.690 4.587 -0.004 -0.018 -0.008
H -1.160 -0.201 3.433 -0.073 0.004 0.011
N 0.914 -2.387 -1.245 -0.706 -1.619 -1.471
C 0.207 -3.245 -1.863 -0.212 -0.024 0.483
C 0.854 -4.332 -2.649 0.122 -0.207 -0.065
C 2.086 -4.103 -3.261 -0.014 0.185 -0.061
C 2.796 -5.139 -3.842 -0.045 -0.008 -0.069
C 2.284 -6.431 -3.825 -0.003 0.040 0.021
C 1.057 -6.673 -3.225 -0.004 0.004 0.034
C 0.344 -5.631 -2.645 0.024 0.014 0.052
C -1.272 -3.278 -1.670 -0.109 -0.085 0.029
C -2.134 -3.773 -2.649 0.033 -0.011 -0.008
C -3.499 -3.830 -2.421 -0.016 0.009 -0.015
C -4.019 -3.419 -1.200 0.027 0.023 0.010
C -3.168 -2.920 -0.225 -0.032 0.028 0.083
C -1.809 -2.820 -0.467 0.062 -0.156 -0.115
H 2.480 -3.094 -3.263 0.033 -0.076 0.085
H 3.758 -4.942 -4.298 -0.022 0.018 -0.027
H 2.843 -7.244 -4.274 -0.016 0.014 0.022
H 0.659 -7.680 -3.189 -0.012 0.021 -0.029
H -0.599 -5.833 -2.155 0.006 -0.013 0.006
H -1.733 -4.083 -3.604 -0.008 -0.039 0.003
H -4.161 -4.199 -3.195 0.015 0.016 -0.014
H -5.085 -3.475 -1.011 0.015 -0.022 -0.012
H -3.556 -2.613 0.738 -0.010 0.109 -0.056
H -1.161 -2.394 0.287 0.024 0.000 0.097
C 4.012 -5.048 0.660 -0.002 0.066 -0.339
S 2.800 -3.847 0.025 0.586 -0.693 0.761
C 1.559 -4.383 1.238 -0.131 -0.007 -0.324
O 3.327 -2.525 0.457 -0.131 -0.132 0.011
H 4.095 -4.964 1.744 0.022 0.060 -0.052
H 4.965 -4.821 0.182 -0.025 -0.019 0.049
H 3.678 -6.047 0.368 0.080 0.034 0.044
H 1.432 -5.463 1.126 0.010 0.060 0.026
H 0.619 -3.878 1.034 -0.014 0.053 0.039
H 1.917 -4.117 2.231 0.003 0.007 0.000
S 1.093 1.716 -0.189 -0.486 -0.096 -0.197
C 2.560 2.331 0.659 -0.108 -0.181 0.326
N 3.167 3.360 -0.162 0.228 -0.058 -0.109
C 3.873 4.330 0.644 -0.146 -0.043 0.026
C 3.019 4.703 1.877 -0.100 -0.102 0.114
S 1.974 3.255 2.213 0.095 0.005 -0.202
H 2.470 3.766 -0.773 -0.108 0.038 0.070
H 4.095 5.210 0.040 0.053 -0.020 -0.007
H 4.815 3.892 0.978 0.019 0.015 0.018
H 2.377 5.561 1.673 0.030 0.013 -0.001
H 3.637 4.919 2.750 0.045 0.067 -0.065
```
Forces are in eV/Å.

Atomic partial charges in e from the Mulliken method, atoms 1 to 4: -0.202 -0.814 0.188 -0.339

Entry from the OMol25 dataset: C4H5NO2 in the gas phase (ωB97M-V with the def2-TZVPD basis set).

Properties
* frontier orbital gap (alpha / beta): 7.522 / 7.601 eV
* ΔE to the lowest compared entry with this formula, charge and spin: 5.587 eV
* E_HOMO (alpha / beta): -7.96 / -8.19 eV
* energy: -9808.7280 eV

```
12
Properties=species:S:1:pos:R:3:forces:R:3
C -0.385 0.517 -0.946 -0.351 -0.181 0.147
C -0.372 -0.116 0.537 0.417 0.260 -0.385
C 1.045 0.373 -1.314 0.172 0.131 -0.181
C -1.438 -0.826 1.017 -0.207 -0.100 0.082
O 0.422 0.667 1.367 -0.113 -0.102 -0.063
N 2.007 1.052 -1.627 -0.040 -0.006 0.068
O -1.329 0.550 -1.682 0.290 0.008 0.227
H 0.474 0.254 2.236 -0.023 0.007 -0.076
H 2.892 0.593 -1.829 -0.089 -0.022 0.019
H 0.427 -0.839 -0.165 -0.102 -0.040 0.186
H -2.066 -1.380 0.334 0.020 0.028 -0.007
H -1.679 -0.845 2.072 0.027 0.018 -0.018
```
Forces are in eV/Å.

Atomic partial charges in e from the Mulliken method, atoms 1 to 4: 0.451 0.496 -0.033 -0.785

| no. | molecular weight (g mol⁻¹) |
| --- | --- |
| 1 | 1124.63 |
| 2 | 80.13 |
| 3 | 1127.07 |
| 4 | 99.09 |